[1]
The following is a DFT calculation (ωB97M-V with the def2-TZVPD basis set) of C23H35NOP2Pb as an isolated structure.

**HOMO-LUMO gap (spin up / spin down)**: 4.7773 / 6.7593 eV
**LUMO (spin up / spin down)**: -0.3053 / -0.2755 Ha
**Spin multiplicity**: 1
**Highest occupied orbital energy (spin up / spin down)**: -13.08 / -14.26 eV
**Max |F|**: 2.28 eV/A
**Calculated total energy**: -51765.8609 eV
**Net charge**: +2

The geometry in XYZ format:
```
63
Properties=species:S:1:pos:R:3:nbo_charge:R:1
C -3.960 -2.337 0.344 -0.21
C -2.990 -1.636 -0.362 -0.01
C -2.929 -0.203 -0.230 0.09
C -3.647 0.410 0.821 0.01
C -4.584 -0.334 1.545 -0.20
C -4.773 -1.687 1.285 -0.14
C -3.304 1.829 1.183 -0.47
C -2.729 2.595 0.026 -0.01
C -2.065 1.874 -0.993 0.16
C -1.245 2.600 -1.931 -0.04
C -1.310 3.987 -1.948 -0.20
C -2.074 4.689 -1.008 -0.14
C -2.751 3.989 -0.008 -0.19
H -4.037 -3.416 0.199 0.23
H -5.171 0.173 2.312 0.24
H -5.519 -2.260 1.842 0.25
H -4.193 2.341 1.571 0.26
H -0.707 4.531 -2.683 0.23
H -2.104 5.775 -1.037 0.24
H -3.320 4.525 0.753 0.24
N -2.054 0.508 -1.006 -0.47
Pb 0.433 0.254 0.782 1.15
C -1.926 -2.353 -1.147 -0.72
H -1.835 -1.933 -2.159 0.27
H -2.137 -3.429 -1.190 0.26
C -0.279 1.862 -2.821 -0.71
H -0.782 1.066 -3.386 0.27
H 0.211 2.562 -3.508 0.26
P -0.277 -2.170 -0.323 0.97
P 1.103 1.057 -1.874 0.89
C 2.300 2.434 -1.798 -0.95
H 3.253 2.055 -1.402 0.25
H 2.457 2.830 -2.814 0.26
H 1.922 3.230 -1.141 0.26
C 1.867 0.006 -3.142 -0.95
H 2.270 0.641 -3.944 0.27
H 2.686 -0.561 -2.682 0.25
H 1.128 -0.696 -3.553 0.25
C -0.453 -3.333 1.076 -0.96
H -0.854 -4.289 0.711 0.26
H 0.534 -3.491 1.534 0.25
H -1.130 -2.924 1.838 0.26
C 0.801 -3.160 -1.402 -0.95
H 1.818 -3.135 -0.991 0.26
H 0.440 -4.199 -1.422 0.27
H 0.819 -2.748 -2.418 0.25
H -2.559 1.822 2.018 0.24
H 0.838 2.012 1.275 -0.17
C 3.385 -2.285 3.360 -0.65
C 2.468 -1.173 2.894 -0.08
O 2.568 -0.940 1.464 -0.61
C 3.879 -0.498 1.008 -0.07
C 4.208 0.907 1.471 -0.65
H 3.190 -3.218 2.815 0.22
H 3.192 -2.453 4.423 0.25
H 4.443 -2.024 3.249 0.23
H 1.419 -1.454 3.079 0.19
H 2.677 -0.229 3.426 0.20
H 4.624 -1.235 1.350 0.22
H 3.843 -0.550 -0.091 0.19
H 4.466 0.901 2.539 0.23
H 5.073 1.279 0.916 0.25
H 3.382 1.613 1.308 0.21
```

***

[2]
The following is a DFT calculation (ωB97M-V with the def2-TZVPD basis set) of C23H35NOP2Zr as an isolated structure.

**HOMO-LUMO gap (spin up / spin down)**: 4.6818 / 4.6862 eV
**LUMO (spin up / spin down)**: -0.0216 / -0.0213 Ha
**Spin multiplicity**: 1
**Highest occupied orbital energy (spin up / spin down)**: -5.27 / -5.27 eV
**Max |F|**: 4.75 eV/A
**Calculated total energy**: -47809.6284 eV
**Energy above the lowest of the compared OMol25 structures with the same formula, charge and spin**: 1.389 eV

The geometry in XYZ format:
```
63
Properties=species:S:1:pos:R:3:nbo_charge:R:1
Zr -0.582 0.013 -0.358 1.05
P -3.088 -0.636 0.633 0.91
P 1.727 0.598 -1.680 0.97
N -1.588 0.479 -1.975 -0.98
H -0.095 1.650 0.782 0.08
C -3.901 0.552 1.784 -0.93
H -4.859 0.155 2.158 0.22
H -4.086 1.488 1.233 0.25
H -3.233 0.752 2.637 0.23
C -3.099 -2.211 1.578 -0.93
H -4.074 -2.414 2.035 0.22
H -2.334 -2.176 2.360 0.22
H -2.852 -3.014 0.876 0.24
C -4.377 -0.944 -0.634 -0.93
H -5.325 -1.272 -0.188 0.22
H -4.006 -1.725 -1.310 0.25
H -4.542 -0.017 -1.195 0.26
C 2.521 2.241 -1.561 -0.95
H 3.383 2.343 -2.232 0.23
H 2.770 2.386 -0.499 0.26
H 1.782 2.995 -1.885 0.25
C 2.849 -0.795 -1.310 -0.95
H 3.832 -0.613 -1.754 0.22
H 2.398 -1.684 -1.771 0.25
H 2.940 -0.926 -0.230 0.25
C 1.417 0.468 -3.466 -0.94
H 2.376 0.647 -3.978 0.21
H 0.664 1.238 -3.702 0.26
H 1.021 -0.551 -3.632 0.24
C -2.286 0.748 -3.078 0.17
C -3.647 2.285 -4.543 -0.22
C -2.947 2.022 -3.361 -0.25
C -2.477 -0.217 -4.153 -0.30
C -3.177 0.059 -5.329 -0.20
C -3.774 1.312 -5.551 -0.30
H -4.122 3.265 -4.709 0.20
H -2.886 2.813 -2.619 0.19
H -2.051 -1.206 -4.045 0.20
H -3.287 -0.706 -6.113 0.20
H -4.330 1.533 -6.478 0.20
C 0.142 -1.335 2.440 0.71
O -0.207 -1.482 1.190 -0.69
C -0.408 -0.189 3.263 -0.76
H 0.384 -0.011 4.044 0.24
H -1.423 -0.407 3.681 0.25
H -0.495 0.722 2.624 0.29
C 1.267 -2.116 3.047 -0.74
H 1.946 -1.325 3.440 0.27
H 1.794 -2.778 2.351 0.25
H 0.880 -2.719 3.878 0.25
C 1.067 1.124 0.868 -0.41
C 2.190 0.988 1.443 -0.17
C 3.325 0.563 2.222 -0.13
C 4.504 -0.065 1.680 -0.18
C 5.427 -0.745 2.484 -0.22
C 5.350 -0.732 3.857 -0.23
C 4.348 0.031 4.415 -0.17
C 3.389 0.697 3.644 -0.22
H 4.673 -0.011 0.582 0.22
H 6.246 -1.281 2.019 0.22
H 6.042 -1.290 4.452 0.22
H 4.266 0.057 5.496 0.21
H 2.640 1.368 4.140 0.22
```

***

[3]
The following is a DFT calculation (ωB97M-V with the def2-TZVPD basis set) of C23H36AlBBrCaCl3MgNO19P3S2 as an isolated structure.

**HOMO-LUMO gap**: 1.1566 eV
**LUMO**: -0.3284 Ha
**Spin multiplicity**: 1
**Highest occupied orbital energy**: -10.09 eV
**Max |F|**: 5.00 eV/A
**Calculated total energy**: -253107.2641 eV
**Net charge**: +2
**Energy above the lowest of the compared OMol25 structures with the same formula, charge and spin**: 2.910 eV

The geometry in XYZ format:
```
92
Properties=species:S:1:pos:R:3:mulliken_charge:R:1
C -4.255 0.846 3.294 1.40
C -4.059 0.316 2.244 -2.12
P -3.749 -0.366 0.566 1.20
C -3.031 1.031 -0.394 -0.62
C -2.645 -1.862 0.650 -0.86
C -1.301 -1.527 -0.081 0.49
C -0.344 -2.754 -0.206 -0.74
S 1.341 -2.220 -0.700 -0.17
C 1.220 -0.664 -1.626 -0.24
S 0.839 0.756 -0.938 0.19
N 1.508 -0.651 -3.016 0.38
C 2.600 -1.547 -3.415 -0.80
C 2.118 -2.940 -3.921 -0.31
O 1.350 -2.678 -5.098 -0.41
C 0.150 -2.106 -4.624 -0.43
C 0.319 -0.759 -3.862 0.38
P -5.647 -0.953 -0.455 0.15
C -6.956 -0.324 0.697 -0.96
O -5.744 -2.598 -0.436 -0.39
H -4.440 1.516 4.124 0.57
H -2.066 1.276 0.087 -0.20
H -3.704 1.901 -0.424 0.53
H -2.851 0.646 -1.414 0.42
H -2.390 -2.018 1.714 0.32
H -3.125 -2.771 0.257 0.39
H -1.522 -1.175 -1.099 -0.16
H -0.777 -0.774 0.535 -0.22
H -0.738 -3.449 -0.965 0.39
H -0.295 -3.221 0.794 0.48
H 3.114 -1.086 -4.280 0.34
H 3.333 -1.686 -2.602 0.40
H 2.957 -3.620 -4.138 0.40
H 1.485 -3.437 -3.164 0.17
H -0.455 -2.838 -4.041 0.17
H -0.463 -1.885 -5.519 0.47
H -0.563 -0.656 -3.199 -0.41
H 0.227 0.099 -4.591 0.27
H -6.917 -0.864 1.663 0.31
H -7.959 -0.423 0.265 0.38
H -6.696 0.725 0.931 0.34
H -4.983 -2.975 -0.903 0.35
O -0.261 0.536 -6.802 -0.53
H 0.455 -0.045 -7.097 0.31
Al -4.412 0.997 6.150 0.68
B -0.336 4.235 3.478 1.37
O -1.223 3.073 3.187 -0.64
C -0.782 2.521 2.059 0.30
O -1.260 1.551 1.531 -0.42
C 0.412 3.291 1.559 0.35
O 1.033 3.054 0.577 -0.57
O 0.654 4.291 2.411 -0.57
O -1.102 5.489 3.554 -0.46
C -0.917 6.009 4.763 0.60
O -1.389 7.028 5.163 -0.52
C -0.004 5.094 5.548 0.66
O 0.381 5.270 6.696 -0.71
O 0.329 4.070 4.809 -0.47
O 1.646 0.443 2.827 0.32
P 3.143 0.328 2.288 -0.33
O 3.808 1.665 2.384 -0.46
O 3.134 -0.186 0.884 -0.27
O 3.894 -0.750 3.219 -0.49
Mg 2.534 6.030 5.891 0.71
Br 4.219 -0.159 5.145 0.00
C 6.405 7.009 2.125 -1.18
C 5.862 5.622 2.361 0.74
O 5.332 5.318 3.410 -0.59
C 6.002 4.623 1.244 -0.70
H 6.236 7.620 3.011 0.32
H 7.477 6.961 1.932 0.33
H 5.893 7.469 1.278 0.31
H 7.058 4.471 1.012 0.44
H 5.473 4.980 0.360 0.25
H 5.569 3.671 1.552 0.17
C 4.152 2.727 -2.117 0.40
Cl 4.841 3.801 -0.898 -0.15
Cl 4.563 3.283 -3.742 -0.16
Cl 4.701 1.069 -1.867 -0.12
H 3.073 2.745 -2.015 -0.07
C -4.736 -6.661 -1.210 -0.59
O -3.801 -7.684 -1.521 -0.32
C -2.661 -7.226 -2.047 0.81
O -2.398 -6.065 -2.254 -0.55
O -1.876 -8.263 -2.298 -0.32
C -0.608 -7.925 -2.870 -0.59
H -5.619 -7.133 -0.788 0.30
H -4.318 -5.976 -0.468 0.18
H -5.028 -6.120 -2.110 0.29
H -0.035 -7.296 -2.190 0.26
H -0.739 -7.431 -3.832 0.29
H -0.065 -8.853 -3.026 0.23
Ca 0.364 -0.636 4.116 1.26
```

***

[4]
The following is a DFT calculation (ωB97M-V with the def2-TZVPD basis set) of C23H36AlBrCaCl4F7MgN5O7P as an isolated structure.

**HOMO-LUMO gap**: 0.9248 eV
**LUMO**: -0.2989 Ha
**Spin multiplicity**: 1
**Highest occupied orbital energy**: -9.06 eV
**Max |F|**: 12.46 eV/A
**Calculated total energy**: -225119.7336 eV
**Net charge**: +1

The geometry in XYZ format:
```
87
Properties=species:S:1:pos:R:3:mulliken_charge:R:1
C 4.403 3.812 5.862 -0.87
C 3.236 2.866 5.122 -0.59
C 1.824 2.867 5.901 0.24
F 1.622 1.444 6.373 -0.34
C 0.498 3.445 5.054 1.21
C 0.589 3.004 3.474 -0.40
N 1.025 2.883 2.236 -0.61
C -0.724 2.454 5.628 -1.00
C -2.229 2.865 5.157 -0.73
C 0.391 4.998 5.409 1.08
C -0.274 5.084 6.948 -0.12
N -0.727 5.137 8.180 -0.49
N 1.765 5.683 5.597 -0.26
C 1.712 6.908 4.980 0.39
O 2.169 7.964 4.269 -0.43
P -0.609 6.238 4.392 0.47
O -2.363 5.924 4.467 -0.59
Br -0.223 6.047 2.107 -0.07
H 4.292 4.870 5.327 0.18
H 4.259 3.898 7.017 0.26
H 5.464 3.407 5.529 0.33
H 3.263 3.202 4.010 0.26
H 3.707 1.770 5.149 0.39
H 1.978 3.448 6.933 0.29
H -0.728 2.347 6.791 0.46
H -0.528 1.416 5.065 0.50
H -2.192 3.361 4.079 0.19
H -2.867 1.885 5.023 0.34
H -2.753 3.651 5.850 0.08
H -2.567 5.852 5.453 0.39
Mg -1.267 8.511 5.299 0.47
C -0.171 -2.021 -1.105 -0.72
O -0.441 -2.456 0.225 -0.32
C 0.655 -3.186 0.787 -0.46
C 1.480 -2.308 1.733 -0.65
O 2.144 -1.258 1.022 -0.40
C 1.472 -0.010 1.150 -0.69
H -0.919 -1.269 -1.376 0.60
H 0.821 -1.574 -1.199 0.68
H -0.262 -2.868 -1.794 -0.39
H 1.284 -3.617 -0.001 0.32
H 0.225 -4.012 1.362 0.40
H 2.260 -2.924 2.193 0.41
H 0.857 -1.900 2.538 0.32
H 1.669 0.412 2.141 0.32
H 0.394 -0.107 1.001 0.29
H 1.867 0.672 0.392 0.30
F -7.189 -2.146 -3.262 -0.28
C -6.037 -2.381 -2.619 0.27
C -5.713 -1.627 -1.497 -0.39
C -4.516 -1.874 -0.825 -0.97
C -3.650 -2.867 -1.290 -0.85
C -3.982 -3.615 -2.421 -0.91
C -5.184 -3.375 -3.086 -0.75
H -6.394 -0.854 -1.155 0.45
H -4.257 -1.295 0.058 0.45
H -2.714 -3.057 -0.768 1.32
H -3.304 -4.385 -2.783 1.10
H -5.461 -3.953 -3.961 0.60
F 1.340 2.104 -5.036 -0.51
Al 1.611 0.742 -3.889 0.92
F 1.725 1.384 -2.210 -0.44
F 3.144 -0.104 -4.313 -0.47
F 0.237 -0.416 -3.998 -0.43
F -0.189 0.254 6.854 -0.56
O -4.795 -5.673 -5.035 -0.66
H -5.538 -6.283 -5.157 0.31
H -4.633 -5.322 -5.923 0.33
C 0.134 -2.270 -6.416 0.35
O 0.918 -2.901 -7.277 -0.54
H -0.489 -1.448 -6.807 0.34
H -0.628 -2.872 -5.891 -0.48
H 0.621 -1.769 -5.562 0.00
Ca -1.389 -3.699 -3.087 1.74
C 0.142 -7.183 -7.673 0.60
O -0.493 -8.221 -7.772 -0.66
N 1.150 -7.028 -6.796 -0.39
N -0.109 -6.101 -8.432 -0.35
H 1.685 -6.181 -6.700 0.20
H 1.372 -7.819 -6.205 0.22
H -0.860 -6.175 -9.106 0.21
H 0.403 -5.238 -8.365 0.20
C 5.511 2.967 -4.668 0.32
Cl 5.807 4.273 -5.843 -0.11
Cl 6.513 1.554 -5.086 -0.11
Cl 5.935 3.532 -3.032 -0.13
Cl 3.790 2.508 -4.710 0.03
```

***

[5]
The following is a DFT calculation (ωB97M-V with the def2-TZVPD basis set) of C23H36As2BeN2O as an isolated structure.

**HOMO-LUMO gap**: 8.4727 eV
**LUMO**: -0.2038 Ha
**Spin multiplicity**: 1
**Highest occupied orbital energy**: -14.02 eV
**Max |F|**: 2.34 eV/A
**Calculated total energy**: -151529.4730 eV
**Net charge**: +2

The geometry in XYZ format:
```
65
Properties=species:S:1:pos:R:3:nbo_charge:R:1
Be 10.366 11.102 10.158 1.55
O 10.814 10.666 11.777 -0.84
C 12.172 10.188 12.020 -0.08
C 13.098 11.349 12.261 -0.43
C 12.967 12.477 11.220 -0.45
C 12.904 12.041 9.766 0.25
C 13.968 12.286 8.870 -0.23
C 13.902 11.930 7.500 -0.10
C 12.827 11.146 7.122 -0.24
C 11.858 10.864 8.065 0.05
N 11.848 11.344 9.322 -0.73
H 10.450 11.126 12.541 0.52
H 12.422 9.605 11.117 0.20
H 12.177 9.383 12.776 0.23
H 14.130 10.998 12.343 0.26
H 12.770 11.774 13.236 0.23
H 13.745 13.195 11.372 0.26
H 12.035 13.001 11.400 0.21
H 14.821 12.868 9.252 0.25
H 14.639 12.210 6.707 0.26
H 12.693 10.695 6.153 0.25
H 10.965 10.273 7.705 0.25
C 8.823 12.782 5.744 -0.90
As 8.311 11.450 7.195 0.76
C 6.433 11.321 6.411 -0.88
C 8.925 9.724 6.598 -0.35
C 9.109 9.409 5.234 -0.19
C 9.736 8.259 4.854 -0.17
C 10.250 7.449 5.838 -0.20
C 9.926 7.643 7.152 -0.16
C 9.282 8.780 7.581 -0.39
As 9.145 9.227 9.485 0.80
C 7.255 9.441 10.011 -0.90
C 9.809 7.665 10.293 -0.98
H 8.711 12.447 4.722 0.23
H 9.871 13.159 5.877 0.23
H 8.159 13.607 5.948 0.23
H 6.632 11.229 5.347 0.22
H 5.745 12.131 6.641 0.24
H 6.023 10.388 6.821 0.23
H 8.819 10.132 4.541 0.22
H 9.897 8.109 3.787 0.24
H 10.848 6.608 5.493 0.24
H 10.219 6.884 7.863 0.21
H 6.679 8.633 9.490 0.26
H 6.851 10.403 9.783 0.25
H 7.304 9.314 11.082 0.24
H 9.211 6.774 10.007 0.26
H 9.913 7.770 11.399 0.26
H 10.782 7.513 9.873 0.25
C 6.704 14.293 10.705 -0.61
C 8.105 14.494 11.202 -0.19
C 8.100 14.644 12.740 -0.60
C 8.713 15.744 10.521 -0.58
C 8.864 13.332 10.823 0.60
N 9.454 12.443 10.461 -0.66
H 6.023 15.150 10.897 0.26
H 6.210 13.483 11.218 0.23
H 6.607 14.159 9.632 0.23
H 7.769 15.672 12.896 0.25
H 9.085 14.547 13.223 0.22
H 7.425 13.905 13.247 0.24
H 8.053 16.555 10.781 0.24
H 8.610 15.695 9.401 0.24
H 9.673 15.917 10.936 0.22
```

***

[6]
The following is a DFT calculation (ωB97M-V with the def2-TZVPD basis set) of C23H36AsF5NO5PdS2SbTe as an isolated structure.

**HOMO-LUMO gap**: 6.0941 eV
**LUMO**: 0.1528 Ha
**Spin multiplicity**: 1
**Highest occupied orbital energy**: -1.94 eV
**Max |F|**: 0.98 eV/A
**Calculated total energy**: -149570.1597 eV
**Net charge**: -2
**Energy above the lowest of the compared OMol25 structures with the same formula, charge and spin**: 2.881 eV

The geometry in XYZ format:
```
76
Properties=species:S:1:pos:R:3:mulliken_charge:R:1
Pd 0.250 0.309 -0.525 -0.84
C -0.245 -2.135 -3.411 -1.41
Sb -0.871 -1.745 -1.371 0.85
C -0.278 -3.723 -0.784 -1.26
C -2.933 -2.237 -1.705 -1.20
H -0.796 -2.977 -3.838 0.45
H 0.818 -2.382 -3.385 0.50
H -0.376 -1.256 -4.041 0.17
H -0.540 -4.424 -1.579 0.58
H -0.795 -4.010 0.129 0.21
H 0.799 -3.735 -0.615 0.33
H -2.989 -3.224 -2.170 0.36
H -3.392 -1.499 -2.361 0.28
H -3.444 -2.256 -0.745 0.35
O 1.798 -2.679 1.916 -0.75
C 0.656 -2.870 2.305 0.35
N -0.354 -1.959 2.346 -0.06
S -1.746 -2.615 2.768 1.03
O -2.312 -2.003 3.948 -0.78
O -2.649 -2.770 1.647 -0.63
C -1.110 -4.232 3.181 0.10
C -1.724 -5.342 3.726 -0.75
C -0.937 -6.467 3.952 -0.42
C 0.420 -6.461 3.632 -0.50
C 1.016 -5.333 3.081 -0.64
C 0.229 -4.217 2.861 0.36
H -2.779 -5.333 3.971 0.44
H -1.381 -7.356 4.383 0.38
H 1.013 -7.348 3.821 0.37
H 2.067 -5.303 2.822 0.48
C 0.052 1.880 2.162 -1.15
S 1.574 1.097 1.563 1.14
O 2.507 2.159 1.037 -0.61
C 2.220 0.820 3.231 0.22
C 1.714 -0.185 4.044 0.14
C 2.242 -0.352 5.314 -0.79
C 3.264 0.475 5.764 -0.38
C 3.757 1.479 4.943 -0.60
C 3.238 1.653 3.666 -0.68
H 0.322 2.821 2.643 0.37
H -0.408 1.183 2.862 0.51
H -0.596 2.054 1.306 0.32
H 0.904 -0.807 3.685 0.22
H 1.852 -1.134 5.955 0.43
H 3.673 0.340 6.759 0.35
H 4.546 2.133 5.295 0.37
H 3.591 2.431 2.999 0.47
C 0.908 1.866 -5.070 -1.48
C 0.612 1.737 -3.583 -0.04
As -1.130 2.409 -2.931 0.59
C -2.311 1.968 -4.482 -1.02
C -3.076 0.663 -4.288 -1.04
C -0.870 4.303 -3.459 -0.80
C -1.600 5.252 -2.513 -1.10
H 1.928 1.537 -5.291 0.46
H 0.818 2.902 -5.407 0.30
H 0.236 1.257 -5.681 0.28
H 1.318 2.323 -2.993 0.32
H 0.708 0.703 -3.244 0.10
H -1.747 1.965 -5.417 0.42
H -3.010 2.808 -4.542 0.44
H -2.418 -0.204 -4.377 0.16
H -3.881 0.540 -5.021 0.42
H -3.522 0.625 -3.292 0.28
H -1.231 4.432 -4.484 0.52
H 0.204 4.491 -3.449 0.33
H -2.660 4.989 -2.439 0.34
H -1.540 6.289 -2.859 0.34
H -1.180 5.199 -1.510 0.13
F 2.057 4.470 -1.976 -0.48
Te 1.638 4.263 -0.096 1.69
F 1.910 6.132 -0.262 -0.40
F -0.085 5.004 0.394 -0.53
F 1.872 4.562 1.764 -0.42
F 3.522 4.198 -0.026 -0.41
O 0.661 2.853 -0.651 -0.10
```